# C72H152N8O8

A 8-piece molecular cluster, C72H152N8O8 overall in a non-equilibrium geometry (ωB97M-V/def2-TZVPD, the OMol25 dataset).

Its highest occupied orbital energy is -7.7 eV. The LUMO energy is 0.35 eV. The HOMO-LUMO gap comes out at 8.1 eV. As for the energy relative to the best compared isomer or geometry (same formula, charge and spin): 295.3 kcal/mol. Its SMILES is CC1(C)CCCC(C)(C)N1O.CC1(C)CCCC(C)(C)N1O.CC1(C)CCCC(C)(C)N1O.CC1(C)CCCC(C)(C)N1O.CC1(C)CCCC(C)(C)N1O.CC1(C)CCCC(C)(C)N1O.CC1(C)CCCC(C)(C)N1O.CC1(C)CCCC(C)(C)N1O. As for the total energy: -105409.519 eV.

Each atom is followed by the atoms it is bonded to, with distances in Å.
Geometry (Å):
1 C 2.2356 0.7224 8.0576  C2 1.516, H12 1.090, H13 1.090, H14 1.090
2 C 3.4574 0.8717 8.9424  C1 1.516, C3 1.519, C4 1.602, N10 1.473
3 C 3.2724 1.4444 10.3367  C2 1.519, H15 1.090, H16 1.090, H17 1.090
4 C 3.8373 -0.6670 9.1764  C2 1.602, C5 1.546, H18 1.090, H19 1.090
5 C 5.3065 -1.0009 9.5230  C4 1.546, C6 1.586, H20 1.090, H21 1.090
6 C 6.0800 -0.3688 8.2912  C5 1.586, C7 1.595, H22 1.090, H23 1.090
7 C 5.9082 1.2077 8.1215  C6 1.595, C8 1.533, C9 1.553, N10 1.472
8 C 6.5588 2.0726 9.2069  C7 1.533, H24 1.090, H25 1.090, H26 1.090
9 C 6.5110 1.6902 6.7744  C7 1.553, H27 1.090, H28 1.090, H29 1.090
10 N 4.4721 1.5322 8.1034  C2 1.473, C7 1.472, O11 1.372
11 O 4.2063 2.7706 7.5761  N10 1.372, H30 0.960
12 H 1.8959 1.7224 7.7880  C1 1.090
13 H 2.4673 0.2005 7.1291  C1 1.090
14 H 1.5480 0.0749 8.6018  C1 1.090
15 H 3.0326 2.4826 10.1069  C3 1.090
16 H 2.5059 0.9126 10.9004  C3 1.090
17 H 4.1712 1.5312 10.9473  C3 1.090
18 H 3.4011 -0.8598 10.1566  C4 1.090
19 H 3.5076 -1.4121 8.4524  C4 1.090
20 H 5.6457 -0.6862 10.5099  C5 1.090
21 H 5.5090 -2.0692 9.4463  C5 1.090
22 H 5.8278 -0.9550 7.4076  C6 1.090
23 H 7.1178 -0.7019 8.2780  C6 1.090
24 H 6.1941 3.0882 9.3606  C8 1.090
25 H 7.6426 2.0754 9.0915  C8 1.090
26 H 6.2553 1.5563 10.1177  C8 1.090
27 H 6.1455 1.1716 5.8881  C9 1.090
28 H 7.5650 1.4724 6.9471  C9 1.090
29 H 6.5506 2.7683 6.6181  C9 1.090
30 H 3.7126 2.5124 6.7943  O11 0.960
31 C 6.2690 -4.6796 2.2439  C32 1.517, H42 1.090, H43 1.090, H44 1.090
32 C 6.5333 -6.1727 2.2757  C31 1.517, C33 1.539, C34 1.616, N40 1.556
33 C 7.7951 -6.5068 1.4597  C32 1.539, H45 1.090, H46 1.090, H47 1.090
34 C 6.7681 -6.6291 3.8080  C32 1.616, C35 1.525, H48 1.090, H49 1.090
35 C 6.0196 -7.8599 4.3084  C34 1.525, C36 1.575, H50 1.090, H51 1.090
36 C 4.5006 -7.5679 4.0124  C35 1.575, C37 1.515, H52 1.090, H53 1.090
37 C 4.2403 -7.4832 2.5221  C36 1.515, C38 1.524, C39 1.590, N40 1.499
38 C 3.8910 -8.8596 1.9683  C37 1.524, H54 1.090, H55 1.090, H56 1.090
39 C 2.8647 -6.7173 2.3036  C37 1.590, H57 1.090, H58 1.090, H59 1.090
40 N 5.4298 -7.1021 1.6939  C32 1.556, C37 1.499, O41 1.373
41 O 5.0882 -6.7661 0.4075  N40 1.373, H60 0.960
42 H 5.8783 -4.4063 1.2637  C31 1.090
43 H 5.4562 -4.4016 2.9148  C31 1.090
44 H 7.1475 -4.0821 2.4873  C31 1.090
45 H 7.9711 -7.5660 1.2721  C33 1.090
46 H 7.7391 -6.0164 0.4879  C33 1.090
47 H 8.6893 -6.1519 1.9723  C33 1.090
48 H 7.8222 -6.9042 3.7706  C34 1.090
49 H 6.5855 -5.7821 4.4693  C34 1.090
50 H 6.3524 -8.7573 3.7867  C35 1.090
51 H 6.1859 -7.9210 5.3839  C35 1.090
52 H 4.2539 -6.6358 4.5207  C36 1.090
53 H 3.6925 -8.1797 4.4133  C36 1.090
54 H 3.1478 -9.2531 2.6618  C38 1.090
55 H 4.6432 -9.6426 1.8722  C38 1.090
56 H 3.3857 -8.9796 1.0101  C38 1.090
57 H 2.4762 -6.9822 1.3202  C39 1.090
58 H 3.0653 -5.6459 2.3066  C39 1.090
59 H 2.0017 -6.8525 2.9555  C39 1.090
60 H 5.2341 -7.5725 -0.0925  O41 0.960
61 C 0.3044 -2.0440 -2.6637  C62 1.508, H72 1.090, H73 1.090, H74 1.090
62 C 0.0513 -0.5935 -2.9915  C61 1.508, C63 1.552, C64 1.594, N70 1.534
63 C 1.1764 -0.0769 -3.9277  C62 1.552, H75 1.090, H76 1.090, H77 1.090
64 C -1.2867 -0.3800 -3.8319  C62 1.594, C65 1.464, H78 1.090, H79 1.090
65 C -2.5863 -0.5705 -3.1859  C64 1.464, C66 1.585, H80 1.090, H81 1.090
66 C -2.5751 0.2689 -1.8417  C65 1.585, C67 1.585, H82 1.090, H83 1.090
67 C -1.3121 0.3377 -0.8860  C66 1.585, C68 1.553, C69 1.505, N70 1.522
68 C -1.2981 1.7764 -0.3021  C67 1.553, H84 1.090, H85 1.090, H86 1.090
69 C -1.3028 -0.8403 0.0514  C67 1.505, H87 1.090, H88 1.090, H89 1.090
70 N -0.0369 0.2487 -1.7121  C62 1.534, C67 1.522, O71 1.397
71 O 1.1417 0.1516 -0.9693  N70 1.397, H90 0.960
72 H 0.9061 -2.1948 -1.7675  C61 1.090
73 H -0.4967 -2.7768 -2.5669  C61 1.090
74 H 1.0338 -2.4584 -3.3596  C61 1.090
75 H 1.2149 1.0112 -3.9793  C63 1.090
76 H 2.1346 -0.1907 -3.4208  C63 1.090
77 H 1.0683 -0.3399 -4.9799  C63 1.090
78 H -1.3281 0.5670 -4.3701  C64 1.090
79 H -1.3832 -1.1190 -4.6272  C64 1.090
80 H -3.3404 -0.1747 -3.8661  C65 1.090
81 H -2.7193 -1.5879 -2.8178  C65 1.090
82 H -3.4676 -0.1389 -1.3670  C66 1.090
83 H -2.9029 1.2992 -1.9801  C66 1.090
84 H -0.3945 2.0332 0.2507  C68 1.090
85 H -1.9007 1.8969 0.5982  C68 1.090
86 H -1.6353 2.5083 -1.0360  C68 1.090
87 H -1.3335 -1.8045 -0.4561  C69 1.090
88 H -2.2701 -0.7761 0.5497  C69 1.090
89 H -0.4624 -0.8566 0.7453  C69 1.090
90 H 1.0575 -0.6925 -0.5198  O71 0.960
91 C -10.8752 -0.1515 8.1969  C92 1.539, H102 1.090, H103 1.090, H104 1.090
92 C -10.9343 0.4172 6.7680  C91 1.539, C93 1.534, C94 1.551, N100 1.501
93 C -11.0033 1.9487 6.8173  C92 1.534, H105 1.090, H106 1.090, H107 1.090
94 C -9.5789 -0.0108 6.1479  C92 1.551, C95 1.544, H108 1.090, H109 1.090
95 C -9.4098 0.1422 4.6207  C94 1.544, C96 1.519, H110 1.090, H111 1.090
96 C -10.5172 -0.5788 3.8726  C95 1.519, C97 1.610, H112 1.090, H113 1.090
97 C -11.9610 -0.1442 4.4360  C96 1.610, C98 1.589, C99 1.493, N100 1.508
98 C -12.4173 1.2498 3.8251  C97 1.589, H114 1.090, H115 1.090, H116 1.090
99 C -12.8691 -1.2253 3.9496  C97 1.493, H117 1.090, H118 1.090, H119 1.090
100 N -11.9606 -0.2958 5.9364  C92 1.501, C97 1.508, O101 1.326
101 O -13.1243 0.0733 6.4550  N100 1.326, H120 0.960
102 H -11.8088 0.0658 8.7158  C91 1.090
103 H -10.5840 -1.2017 8.2204  C91 1.090
104 H -10.2098 0.3475 8.9014  C91 1.090
105 H -12.0520 2.2455 6.8051  C93 1.090
106 H -10.3226 2.3058 7.5902  C93 1.090
107 H -10.5655 2.4507 5.9545  C93 1.090
108 H -8.7601 0.5751 6.5655  C94 1.090
109 H -9.2618 -1.0035 6.4674  C94 1.090
110 H -9.4536 1.1898 4.3230  C95 1.090
111 H -8.5149 -0.3840 4.2884  C95 1.090
112 H -10.1802 -1.6106 3.9724  C96 1.090
113 H -10.4339 -0.2547 2.8353  C96 1.090
114 H -12.4835 1.1767 2.7396  C98 1.090
115 H -11.9276 2.1270 4.2478  C98 1.090
116 H -13.4544 1.4548 4.0908  C98 1.090
117 H -13.9278 -0.9682 3.9151  C99 1.090
118 H -12.7303 -2.1616 4.4902  C99 1.090
119 H -12.9210 -1.4901 2.8935  C99 1.090
120 H -13.3844 -0.7907 6.7828  O101 0.960
121 C -2.3765 -8.7955 -8.1758  C122 1.593, H132 1.090, H133 1.090, H134 1.090
122 C -3.9028 -9.1660 -7.9115  C121 1.593, C123 1.569, C124 1.569, N130 1.479
123 C -4.7086 -7.9560 -8.5028  C122 1.569, H135 1.090, H136 1.090, H137 1.090
124 C -4.1841 -10.4393 -8.7845  C122 1.569, C125 1.511, H138 1.090, H139 1.090
125 C -3.6835 -11.6868 -8.0937  C124 1.511, C126 1.578, H140 1.090, H141 1.090
126 C -4.2178 -11.8090 -6.6140  C125 1.578, C127 1.552, H142 1.090, H143 1.090
127 C -4.0601 -10.5798 -5.6802  C126 1.552, C128 1.533, C129 1.546, N130 1.459
128 C -5.0072 -10.7210 -4.4828  C127 1.533, H144 1.090, H145 1.090, H146 1.090
129 C -2.5650 -10.6510 -5.2950  C127 1.546, H147 1.090, H148 1.090, H149 1.090
130 N -4.2880 -9.3969 -6.5027  C122 1.479, C127 1.459, O131 1.436
131 O -3.9638 -8.2875 -5.6500  N130 1.436, H150 0.960
132 H -1.6809 -9.6271 -8.2883  C121 1.090
133 H -2.1907 -8.1618 -9.0431  C121 1.090
134 H -2.2800 -8.1260 -7.3211  C121 1.090
135 H -5.6599 -8.2556 -8.9427  C123 1.090
136 H -4.8860 -7.1663 -7.7727  C123 1.090
137 H -4.1222 -7.4905 -9.2950  C123 1.090
138 H -5.2137 -10.4275 -9.1423  C124 1.090
139 H -3.5922 -10.2974 -9.6887  C124 1.090
140 H -3.8234 -12.5400 -8.7575  C125 1.090
141 H -2.6087 -11.8443 -8.0042  C125 1.090
142 H -3.8387 -12.7518 -6.2197  C126 1.090
143 H -5.3007 -11.8950 -6.7037  C126 1.090
144 H -5.0130 -11.7019 -4.0077  C128 1.090
145 H -6.0138 -10.4383 -4.7909  C128 1.090
146 H -4.7578 -10.1654 -3.5788  C128 1.090
147 H -2.4943 -11.6643 -4.8996  C129 1.090
148 H -2.2785 -10.0368 -4.4414  C129 1.090
149 H -1.9544 -10.3731 -6.1542  C129 1.090
150 H -4.8505 -8.0020 -5.4179  O131 0.960
151 C -4.6440 8.9971 3.9664  C152 1.596, H162 1.090, H163 1.090, H164 1.090
152 C -4.1760 9.1001 5.4893  C151 1.596, C153 1.551, C154 1.538, N160 1.516
153 C -2.8512 8.3037 5.6124  C152 1.551, H165 1.090, H166 1.090, H167 1.090
154 C -3.8606 10.5507 5.8916  C152 1.538, C155 1.551, H168 1.090, H169 1.090
155 C -5.0024 11.5420 6.2381  C154 1.551, C156 1.502, H170 1.090, H171 1.090
156 C -6.0178 10.9238 7.1564  C155 1.502, C157 1.611, H172 1.090, H173 1.090
157 C -6.4926 9.4418 6.7391  C156 1.611, C158 1.513, C159 1.560, N160 1.482
158 C -7.0688 8.8677 8.0146  C157 1.513, H174 1.090, H175 1.090, H176 1.090
159 C -7.6089 9.7162 5.6850  C157 1.560, H177 1.090, H178 1.090, H179 1.090
160 N -5.3184 8.6204 6.3626  C152 1.516, C157 1.482, O161 1.379
161 O -5.5036 7.2565 6.2751  N160 1.379, H180 0.960
162 H -4.8277 7.9669 3.6614  C151 1.090
163 H -5.5675 9.5073 3.6927  C151 1.090
164 H -3.8849 9.3543 3.2705  C151 1.090
165 H -2.6842 7.9503 6.6300  C153 1.090
166 H -2.7560 7.4077 4.9991  C153 1.090
167 H -1.9635 8.9162 5.4544  C153 1.090
168 H -3.2593 10.4620 6.7965  C154 1.090
169 H -3.2696 11.0822 5.1457  C154 1.090
170 H -4.6302 12.4240 6.7592  C155 1.090
171 H -5.3205 12.0437 5.3242  C155 1.090
172 H -6.8838 11.5849 7.1241  C156 1.090
173 H -5.5823 10.8788 8.1546  C156 1.090
174 H -6.4169 9.1908 8.8263  C158 1.090
175 H -7.1997 7.7881 8.0879  C158 1.090
176 H -8.0333 9.2569 8.3406  C158 1.090
177 H -7.5409 10.4158 4.8518  C159 1.090
178 H -8.5093 9.9920 6.2338  C159 1.090
179 H -7.9879 8.8411 5.1571  C159 1.090
180 H -5.0359 6.8534 7.0102  O161 0.960
181 C -2.3079 8.5696 -5.1619  C182 1.551, H192 1.090, H193 1.090, H194 1.090
182 C -1.0435 9.4062 -5.4910  C181 1.551, C183 1.558, C184 1.580, N190 1.521
183 C -1.2497 10.9485 -5.5741  C182 1.558, H195 1.090, H196 1.090, H197 1.090
184 C -0.0097 8.9907 -4.3703  C182 1.580, C185 1.534, H198 1.090, H199 1.090
185 C 0.8443 7.7479 -4.6517  C184 1.534, C186 1.597, H200 1.090, H201 1.090
186 C 1.5485 7.9147 -6.0749  C185 1.597, C187 1.587, H202 1.090, H203 1.090
187 C 0.4994 8.1061 -7.2497  C186 1.587, C188 1.532, C189 1.542, N190 1.546
188 C 1.2193 8.4216 -8.5643  C187 1.532, H204 1.090, H205 1.090, H206 1.090
189 C -0.1577 6.7233 -7.4363  C187 1.542, H207 1.090, H208 1.090, H209 1.090
190 N -0.5677 9.1736 -6.9170  C182 1.521, C187 1.546, O191 1.365
191 O -1.5488 9.1989 -7.8651  N190 1.365, H210 0.960
192 H -2.2219 7.4996 -5.3511  C181 1.090
193 H -2.7225 8.7073 -4.1633  C181 1.090
194 H -2.9366 9.0768 -5.8937  C181 1.090
195 H -1.7485 11.4348 -4.7358  C183 1.090
196 H -0.3640 11.5198 -5.8523  C183 1.090
197 H -2.0248 11.2338 -6.2853  C183 1.090
198 H 0.5693 9.8997 -4.2071  C184 1.090
199 H -0.5723 8.8824 -3.4430  C184 1.090
200 H 1.5533 7.5648 -3.8443  C185 1.090
201 H 0.1603 6.8992 -4.6525  C185 1.090
202 H 2.1169 6.9846 -6.0783  C186 1.090
203 H 2.2011 8.7873 -6.0478  C186 1.090
204 H 1.9900 7.6572 -8.6637  C188 1.090
205 H 1.7387 9.3747 -8.4659  C188 1.090
206 H 0.6892 8.4214 -9.5168  C188 1.090
207 H -0.5939 6.5492 -6.4526  C189 1.090
208 H 0.4891 5.8925 -7.7184  C189 1.090
209 H -0.9419 6.7878 -8.1906  C189 1.090
210 H -2.2126 8.6024 -7.5114  O191 0.960
211 C 12.8741 -0.2226 -7.2011  C212 1.542, H222 1.090, H223 1.090, H224 1.090
212 C 12.5129 -1.4069 -8.1192  C211 1.542, C213 1.508, C214 1.592, N220 1.525
213 C 13.1844 -1.3060 -9.4657  C212 1.508, H225 1.090, H226 1.090, H227 1.090
214 C 13.0316 -2.8397 -7.6573  C212 1.592, C215 1.501, H228 1.090, H229 1.090
215 C 12.1245 -3.5835 -6.7200  C214 1.501, C216 1.549, H230 1.090, H231 1.090
216 C 10.6153 -3.6487 -7.0613  C215 1.549, C217 1.560, H232 1.090, H233 1.090
217 C 10.1108 -2.1824 -7.2294  C216 1.560, C218 1.510, C219 1.515, N220 1.489
218 C 8.7007 -2.2189 -7.7683  C217 1.510, H234 1.090, H235 1.090, H236 1.090
219 C 10.0164 -1.4709 -5.8953  C217 1.515, H237 1.090, H238 1.090, H239 1.090
220 N 10.9892 -1.4413 -8.1763  C212 1.525, C217 1.489, O221 1.407
221 O 10.4600 -0.2170 -8.6227  N220 1.407, H240 0.960
222 H 12.8302 -0.5232 -6.1543  C211 1.090
223 H 13.8607 0.2402 -7.2236  C211 1.090
224 H 12.1039 0.5479 -7.2349  C211 1.090
225 H 13.0298 -2.1847 -10.0918  C213 1.090
226 H 12.8179 -0.5037 -10.1060  C213 1.090
227 H 14.2427 -1.0891 -9.3206  C213 1.090
228 H 13.2467 -3.5185 -8.4825  C214 1.090
229 H 13.8315 -2.5346 -6.9826  C214 1.090
230 H 12.6349 -4.5250 -6.5177  C215 1.090
231 H 12.2510 -3.2386 -5.6938  C215 1.090
232 H 10.0845 -4.2883 -6.3562  C216 1.090
233 H 10.4759 -4.1552 -8.0164  C216 1.090
234 H 8.6549 -2.6646 -8.7620  C218 1.090
235 H 8.3520 -1.2028 -7.9530  C218 1.090
236 H 7.8165 -2.4667 -7.1810  C218 1.090
237 H 9.4770 -0.5598 -6.1540  C219 1.090
238 H 10.9868 -1.1385 -5.5266  C219 1.090
239 H 9.4733 -2.1084 -5.1977  C219 1.090
240 H 10.1310 -0.3722 -9.5111  O221 0.960